[1]
C2H2ClNO3 | ωB97M-V with the def2-TZVPD basis set

Calculated values
Gap between HOMO and LUMO (alpha / beta)   7.294 / 7.295 eV
ΔE to the lowest compared entry with this formula, charge and spin   219.12 kJ/mol
LUMO (alpha / beta)   5.15 / 5.15 eV

Geometry as ORCA input:
```
! RIJCOSX wB97M-V def2-TZVPD def2/J DEFGRID3
* xyz -2 1
C 1.882 -0.862 0.027
C 0.560 0.041 0.168
N 1.148 1.582 0.585
O 2.602 -0.965 1.030
O 1.209 2.384 -0.386
O 1.901 -1.503 -1.059
Cl -9.648 -0.424 -0.654
H 0.095 -0.302 1.070
H 0.251 0.048 -0.782
*
```

=====

[2]
C20H23N5O5S2 | ωB97M-V with the def2-TZVPD basis set

Calculated values
Gap between HOMO and LUMO   8.568 eV
ΔE to the lowest compared entry with this formula, charge and spin   285.04 kJ/mol
LUMO   -0.13 eV
SMILES   N#Cc1ccccc1S(=O)(=O)N1CCN(c2ccc(S(=O)(=O)N3CCOCC3)cn2)CC1

Geometry as ORCA input:
```
! RIJCOSX wB97M-V def2-TZVPD def2/J DEFGRID3
* xyz 0 1
N -1.559 3.348 -2.010
C -1.505 2.938 -0.942
C -1.458 2.318 0.330
C -2.128 1.103 0.500
C -2.084 0.451 1.719
C -1.381 1.006 2.778
C -0.728 2.218 2.619
C -0.756 2.866 1.400
S -0.026 4.516 1.304
O 0.154 4.955 2.656
O -0.831 5.284 0.410
N 1.500 4.452 0.650
C 2.567 3.947 1.468
C 2.634 2.406 1.413
N 2.141 1.948 0.131
C 1.396 0.831 -0.017
C 1.276 -0.143 1.002
C 0.432 -1.205 0.794
C -0.255 -1.300 -0.412
S -1.476 -2.571 -0.607
O -2.247 -2.641 0.604
O -2.179 -2.345 -1.839
N -0.501 -3.938 -0.652
C -1.088 -5.153 -0.115
C -1.983 -5.827 -1.157
O -1.266 -6.079 -2.345
C -0.783 -4.879 -2.911
C 0.145 -4.148 -1.934
C -0.015 -0.350 -1.385
N 0.786 0.677 -1.202
C 2.374 2.843 -0.980
C 1.654 4.187 -0.762
H -2.676 0.678 -0.327
H -2.590 -0.496 1.828
H -1.355 0.502 3.733
H -0.213 2.697 3.437
H 3.503 4.390 1.115
H 2.380 4.288 2.486
H 2.005 1.993 2.203
H 3.667 2.069 1.574
H 1.841 -0.069 1.916
H 0.280 -1.966 1.543
H -1.664 -4.869 0.765
H -0.271 -5.822 0.171
H -2.336 -6.796 -0.802
H -2.843 -5.172 -1.366
H -0.244 -5.165 -3.815
H -1.620 -4.217 -3.168
H 0.423 -3.171 -2.330
H 1.048 -4.741 -1.757
H -0.507 -0.409 -2.346
H 2.014 2.358 -1.885
H 3.455 3.007 -1.057
H 2.235 4.998 -1.215
H 0.660 4.195 -1.206
*
```

=====

[3]
C3H5NO2 | ωB97M-V with the def2-TZVPD basis set

Calculated values
Gap between HOMO and LUMO   11.185 eV
ΔE to the lowest compared entry with this formula, charge and spin   131.60 kJ/mol
LUMO   0.87 eV
SMILES   [H]/N=C1/COCO1

Geometry as ORCA input:
```
! RIJCOSX wB97M-V def2-TZVPD def2/J DEFGRID3
* xyz 0 1
H 2.455 -0.464 -1.064
N 1.767 -1.090 -0.642
C 0.768 -0.430 -0.253
C -0.483 -0.954 0.413
O -1.432 0.063 0.143
C -0.710 1.256 0.036
O 0.610 0.917 -0.371
H -0.833 -1.893 -0.015
H -0.319 -1.079 1.494
H -1.164 1.883 -0.735
H -0.660 1.793 0.994
*
```

=====

[4]
C12H16As2F12NO4PS2W | ωB97M-V with the def2-TZVPD basis set

Calculated values
Gap between HOMO and LUMO (alpha / beta)   8.506 / 5.637 eV
ΔE to the lowest compared entry with this formula, charge and spin   4.20 kJ/mol
LUMO (alpha / beta)   -10.76 / -14.29 eV
⟨S²⟩   3.787

Geometry as ORCA input:
```
! RIJCOSX wB97M-V def2-TZVPD def2/J DEFGRID3
* xyz 3 4
W 0.783 0.186 -0.750
C 1.209 -0.658 2.890
As -0.005 0.333 1.765
C -0.370 1.981 2.693
C -1.687 -0.669 1.824
C -2.655 -0.379 2.741
C -3.864 -1.155 2.777
C -4.084 -2.216 1.862
C -3.122 -2.497 0.936
C -1.925 -1.723 0.891
As -0.592 -2.071 -0.507
C -1.613 -2.583 -2.060
C 0.402 -3.618 0.089
H 0.770 -0.758 3.882
H 2.137 -0.090 2.953
H 1.417 -1.637 2.465
H -0.589 1.732 3.732
H -1.196 2.509 2.225
H 0.524 2.597 2.664
H -2.550 0.425 3.459
H -4.613 -0.926 3.528
H -5.005 -2.784 1.909
H -3.273 -3.302 0.227
H -2.094 -3.543 -1.879
H -0.916 -2.694 -2.890
H -2.343 -1.811 -2.292
H -0.269 -4.342 0.549
H 1.183 -3.319 0.784
H 0.856 -4.059 -0.799
F 2.517 -1.602 -3.634
C 2.245 -0.329 -3.665
F 0.988 -0.177 -2.984
F 2.080 0.135 -4.847
S 3.618 0.622 -2.713
O 2.085 -0.750 -0.272
O 4.448 1.253 -3.693
N 2.691 1.515 -1.755
S 3.494 2.964 -1.218
O 2.844 4.041 -1.853
O 4.882 2.696 -1.227
C 2.976 2.928 0.557
F 3.240 1.724 1.085
F 1.651 3.117 0.639
F 3.611 3.858 1.207
F -1.279 0.438 -1.272
P -1.546 2.331 -1.682
F -1.237 1.864 -3.131
F -1.578 2.414 -0.097
F -3.056 2.056 -1.774
F 0.233 2.141 -1.425
F -1.423 3.831 -1.914
*
```

=====

[5]
C19H25N7O2 | ωB97M-V with the def2-TZVPD basis set

Calculated values
Gap between HOMO and LUMO   8.540 eV
ΔE to the lowest compared entry with this formula, charge and spin   0.00 kJ/mol
LUMO   0.64 eV
SMILES   CCCCN(C)C(=O)CCC(=O)NNc1nc2ccccc2c2nc(C)nn12

Geometry as ORCA input:
```
! RIJCOSX wB97M-V def2-TZVPD def2/J DEFGRID3
* xyz 0 1
C -3.514 -0.546 -3.736
C -3.649 0.368 -2.523
C -4.361 -0.340 -1.373
C -4.639 0.565 -0.165
N -3.451 1.120 0.452
C -3.125 2.490 0.110
C -2.673 0.481 1.350
O -1.670 1.008 1.814
C -3.120 -0.905 1.793
C -2.127 -1.547 2.768
C -0.916 -2.099 2.037
O -0.762 -3.274 1.757
N -0.004 -1.157 1.729
N 1.121 -1.508 0.996
C 2.114 -0.631 0.775
N 1.990 0.629 1.052
C 3.008 1.487 0.754
C 2.852 2.846 1.060
C 3.857 3.738 0.773
C 5.045 3.313 0.175
C 5.226 1.986 -0.136
C 4.216 1.064 0.147
C 4.318 -0.326 -0.138
N 5.264 -1.071 -0.672
C 4.749 -2.321 -0.658
C 5.485 -3.498 -1.170
N 3.534 -2.400 -0.147
N 3.251 -1.130 0.187
H -2.998 -0.034 -4.544
H -4.494 -0.853 -4.095
H -2.949 -1.439 -3.479
H -4.210 1.262 -2.807
H -2.653 0.676 -2.200
H -5.323 -0.718 -1.726
H -3.762 -1.200 -1.071
H -5.212 0.002 0.576
H -5.255 1.407 -0.490
H -3.908 3.162 0.471
H -2.184 2.745 0.594
H -3.023 2.608 -0.967
H -3.256 -1.559 0.932
H -4.087 -0.799 2.292
H -1.808 -0.807 3.502
H -2.611 -2.381 3.276
H -0.180 -0.156 1.833
H 1.263 -2.507 0.888
H 1.929 3.160 1.522
H 3.729 4.784 1.013
H 5.822 4.030 -0.041
H 6.133 1.628 -0.597
H 6.415 -3.617 -0.617
H 5.734 -3.348 -2.218
H 4.872 -4.387 -1.058
*
```

=====

[6]
C33H20N6S2TeW | ωB97M-V with the def2-TZVPD basis set

Calculated values
Gap between HOMO and LUMO (alpha / beta)   4.464 / 4.465 eV
ΔE to the lowest compared entry with this formula, charge and spin   161.07 kJ/mol
LUMO (alpha / beta)   3.65 / 3.65 eV

Geometry as ORCA input:
```
! RIJCOSX wB97M-V def2-TZVPD def2/J DEFGRID3
* xyz -2 1
W -0.639 0.143 -0.130
C -0.611 0.219 -4.471
C -0.735 0.730 -3.105
N -0.164 -0.068 -2.062
C 0.626 -1.127 -2.429
C 0.830 -1.558 -3.750
C 0.161 -0.820 -4.795
C 1.559 -2.718 -3.985
C 2.022 -3.482 -2.929
C 1.810 -3.082 -1.619
C 1.168 -1.879 -1.348
N 0.847 -1.329 -0.112
C 1.560 -1.573 1.035
C 2.789 -2.231 1.191
C 3.390 -2.310 2.435
C 2.825 -1.741 3.558
C 1.641 -0.995 3.442
C 1.073 -0.257 4.503
C -0.010 0.562 4.230
C -0.538 0.626 2.957
N -0.065 -0.108 1.920
C 1.018 -0.906 2.173
H -1.156 0.769 -5.225
H -1.786 0.945 -2.874
H 0.243 -1.178 -5.814
H 1.709 -3.039 -5.009
H 2.526 -4.419 -3.123
H 2.065 -3.749 -0.812
H 3.309 -2.627 0.335
H 4.343 -2.817 2.515
H 3.318 -1.802 4.520
H 1.510 -0.307 5.491
H -0.449 1.167 5.012
H -1.385 1.270 2.737
C -3.971 2.795 -1.011
C -3.473 4.086 -0.742
C -2.163 4.199 -0.331
C -1.355 3.071 -0.192
N -1.870 1.783 -0.384
C -3.166 1.711 -0.818
C 0.025 3.077 0.238
C 0.717 4.213 0.667
C 2.055 4.128 0.980
C 2.720 2.914 0.867
C 2.025 1.773 0.501
C 0.661 1.802 0.204
H -4.980 2.658 -1.373
H -4.104 4.955 -0.866
H -1.750 5.176 -0.125
H -3.531 0.699 -1.005
H 0.211 5.164 0.747
H 2.595 5.008 1.313
H 3.783 2.860 1.066
H 2.571 0.832 0.444
S -2.992 -0.726 1.465
C -2.697 -2.159 0.546
S -2.369 -1.965 -1.134
C -2.776 -3.420 1.127
C -3.067 -3.612 2.478
N -3.309 -3.829 3.586
C -2.515 -4.596 0.423
N -2.311 -5.600 -0.109
Te 0.230 2.694 -3.023
*
```